{
  "formula": "C34H31FeN7O2S3Te",
  "method": "ωB97M-V/def2-TZVPD",
  "homo_lumo_gap_ev": [5.37, 5.62],
  "multiplicity": 5,
  "lumo_energy_ha": [-0.03722, -0.03691],
  "s2": 6.0332,
  "total_charge": 0,
  "symbols": ["Fe", "C", "C", "C", "C", "C", "C", "N", "N", "C", "C", "C", "C", "C", "N", "H", "H", "H", "H", "H", "H", "H", "H", "H", "C", "C", "C", "C", "C", "C", "C", "S", "O", "O", "N", "C", "C", "C", "C", "C", "C", "C", "C", "N", "C", "H", "H", "H", "H", "H", "H", "H", "H", "H", "H", "H", "H", "H", "S", "C", "N", "C", "C", "N", "H", "H", "H", "H", "H", "H", "Te", "C", "C", "C", "C", "S", "H", "H", "H"],
  "xyz": [[-0.42328, -0.03839, 1.03715], [4.16318, -2.89941, 2.94958], [4.01367, -1.81505, 3.80598], [2.85426, -1.05508, 3.78778], [1.84953, -1.37650, 2.88578], [1.99231, -2.44999, 2.01214], [3.14604, -3.22167, 2.06048], [0.62070, -0.63902, 2.81536], [0.18925, -0.24383, 3.94806], [-1.06828, 0.39672, 3.90021], [-1.57503, 0.90751, 5.09008], [-2.82035, 1.50433, 5.05810], [-3.51990, 1.54489, 3.85413], [-2.94569, 0.99008, 2.72547], [-1.73779, 0.42829, 2.74992], [5.06865, -3.49412, 2.98083], [4.80530, -1.55789, 4.49976], [2.72844, -0.21297, 4.45542], [1.17657, -2.69699, 1.34130], [3.24159, -4.08564, 1.41148], [-0.98820, 0.82183, 5.99480], [-3.24715, 1.92754, 5.95883], [-4.49663, 2.00334, 3.78665], [-3.45153, 0.98401, 1.76486], [2.88355, 4.88332, -3.93813], [1.87287, 4.28759, -2.99568], [1.90769, 4.57657, -1.63326], [0.96982, 4.04421, -0.76434], [-0.03260, 3.21747, -1.25213], [-0.09515, 2.92629, -2.60704], [0.86086, 3.45466, -3.46517], [-1.17772, 2.51964, -0.08245], [-0.41077, 2.36960, 1.15898], [-2.32086, 3.39748, -0.04499], [-1.48176, 1.01352, -0.46242], [-2.22207, 0.67085, -1.61397], [-3.40368, 1.27693, -1.97750], [-4.10294, 0.88438, -3.13937], [-3.65185, -0.13495, -3.92221], [-2.46236, -0.81163, -3.56223], [-1.96473, -1.90085, -4.31296], [-0.82570, -2.53054, -3.91001], [-0.17239, -2.04961, -2.75428], [-0.58091, -1.03124, -2.04592], [-1.73356, -0.41144, -2.41780], [3.87694, 4.91643, -3.48825], [2.61072, 5.90764, -4.20247], [2.94813, 4.31207, -4.86506], [2.69391, 5.21413, -1.24081], [1.03661, 4.23807, 0.29832], [-0.86572, 2.28118, -3.00445], [0.81001, 3.21943, -4.52352], [-3.80060, 2.07226, -1.36645], [-5.02207, 1.39996, -3.39108], [-4.19366, -0.45470, -4.80585], [-2.51096, -2.22878, -5.19028], [-0.42504, -3.38281, -4.44415], [0.72361, -2.55177, -2.39753], [1.96058, 0.74186, 0.00706], [2.54742, -0.25226, -1.20601], [2.88063, 0.18340, -2.43004], [3.27652, -0.90175, -3.31800], [3.47714, -2.06264, -2.32501], [2.77774, -1.57638, -1.13944], [2.55896, 1.09005, -2.73513], [4.18970, -0.65980, -3.85665], [2.49012, -1.12456, -4.04082], [4.53235, -2.24442, -2.11690], [3.03367, -2.98530, -2.69330], [2.87368, -1.99547, -0.22736], [-1.76734, -2.28664, 0.74854], [-2.26848, -2.91852, 2.68467], [-3.54957, -2.99783, 3.16434], [-3.62632, -3.50689, 4.49148], [-2.40270, -3.80950, 5.00547], [-1.16595, -3.48083, 3.87013], [-4.41060, -2.69294, 2.58277], [-4.55072, -3.63844, 5.03882], [-2.17011, -4.19845, 5.98566]],
  "forces_ev_per_angstrom": [[-0.199, 0.176, -0.347], [0.027, 0.048, 0.039], [0.054, 0.009, 0.024], [-0.040, 0.022, -0.012], [-0.188, -0.001, 0.024], [0.015, -0.039, 0.064], [-0.057, 0.061, -0.019], [-0.403, 0.826, 1.787], [0.815, -0.816, -1.484], [-0.259, -0.056, -0.073], [0.134, -0.105, -0.080], [-0.137, 0.028, -0.156], [0.049, 0.000, 0.229], [0.155, -0.196, -0.144], [0.302, 0.428, 0.075], [-0.049, 0.028, 0.007], [-0.027, -0.026, -0.040], [-0.019, -0.018, -0.037], [-0.041, 0.015, 0.007], [-0.008, 0.037, 0.027], [-0.028, 0.007, -0.041], [0.004, -0.015, -0.044], [0.015, -0.013, 0.016], [0.068, 0.034, 0.057], [0.035, 0.007, -0.020], [-0.014, -0.011, 0.011], [0.029, 0.012, 0.006], [0.041, 0.031, -0.008], [0.046, -0.025, -0.104], [0.041, 0.001, 0.033], [-0.001, -0.014, -0.018], [0.001, -0.235, 0.239], [-0.025, 0.138, 0.041], [0.019, 0.018, -0.049], [-0.032, 0.205, -0.428], [-0.014, 0.017, 0.325], [0.070, -0.075, -0.076], [-0.012, 0.063, 0.077], [0.013, -0.059, -0.032], [-0.034, -0.010, -0.050], [0.004, -0.002, 0.016], [0.021, 0.022, 0.035], [0.041, -0.093, -0.028], [-0.010, -0.008, -0.007], [0.018, 0.024, 0.010], [-0.028, -0.001, 0.007], [-0.003, -0.016, 0.013], [-0.013, 0.008, 0.023], [-0.043, -0.037, -0.031], [-0.039, -0.021, -0.029], [-0.042, -0.020, 0.030], [0.000, 0.013, 0.026], [0.031, 0.065, 0.070], [0.027, -0.016, -0.001], [0.022, 0.031, 0.047], [0.014, 0.005, 0.011], [-0.016, 0.022, 0.017], [-0.039, 0.032, -0.005], [-0.068, -0.010, 0.304], [-0.209, -0.058, -0.091], [0.048, 0.089, -0.008], [-0.028, 0.029, 0.041], [-0.073, 0.009, 0.007], [0.099, 0.054, 0.035], [-0.009, -0.062, -0.012], [0.032, 0.000, -0.033], [-0.057, 0.003, 0.007], [0.048, 0.043, 0.028], [0.006, -0.066, 0.000], [-0.027, -0.067, -0.027], [0.049, -0.570, -0.441], [-0.320, 0.089, -0.006], [0.032, 0.049, 0.127], [-0.029, 0.021, 0.019], [-0.044, -0.018, 0.134], [0.168, -0.014, -0.041], [0.065, -0.037, 0.010], [0.033, 0.001, -0.024], [-0.006, 0.008, -0.063]]
}

=====

{
  "formula": "C21H21F6HgN6O3PS",
  "method": "ωB97M-V/def2-TZVPD",
  "homo_lumo_gap_ev": 4.53,
  "multiplicity": 1,
  "lumo_energy_ha": 0.14913,
  "total_charge": -2,
  "symbols": ["Hg", "N", "C", "N", "C", "N", "C", "C", "N", "C", "C", "N", "H", "H", "H", "H", "H", "C", "C", "C", "C", "C", "C", "C", "C", "N", "H", "H", "H", "H", "H", "H", "H", "H", "H", "F", "P", "F", "F", "F", "F", "F", "C", "C", "C", "C", "C", "C", "C", "S", "O", "O", "O", "H", "H", "H", "H", "H", "H", "H"],
  "xyz": [[-0.16742, 0.88565, -0.30958], [1.40178, 3.58607, 2.92610], [0.40606, 2.82710, 2.45062], [0.57417, 2.66597, 1.16864], [1.73153, 3.32900, 0.89220], [2.26324, 3.90991, 1.94672], [2.31352, 3.35146, -0.44371], [3.43436, 4.12439, -0.74677], [3.99405, 4.12731, -1.94778], [3.40869, 3.34624, -2.86136], [2.28286, 2.59534, -2.57342], [1.73186, 2.59161, -1.36813], [1.60482, 3.84698, 3.87191], [-0.40460, 2.43007, 3.03662], [3.87561, 4.75441, 0.01609], [3.86433, 3.33837, -3.84376], [1.80038, 1.97815, -3.32294], [-1.09550, -0.96017, -4.47451], [-2.13518, -1.29402, -3.44162], [-3.28335, -1.97114, -3.79519], [-4.27206, -2.27684, -2.86301], [-4.07060, -1.87790, -1.54659], [-2.93347, -1.19909, -1.13908], [-2.79784, -0.82850, 0.30775], [-1.89551, -0.87455, -2.08005], [-0.71682, -0.28929, -1.85908], [-1.29795, -1.47736, -5.41675], [-0.10786, -1.23327, -4.09724], [-1.07609, 0.11950, -4.65715], [-3.42426, -2.25956, -4.83531], [-5.17918, -2.79465, -3.15568], [-4.82976, -2.11315, -0.80459], [-3.59694, -1.29652, 0.88638], [-2.87609, 0.25704, 0.44960], [-1.83783, -1.13882, 0.72374], [-2.17755, 3.96158, 0.46374], [-3.75896, 4.27595, 0.30619], [-5.34613, 4.62456, 0.16401], [-3.86900, 3.22040, -0.90069], [-3.41606, 5.46592, -0.74921], [-4.10794, 3.11394, 1.37978], [-3.65115, 5.35153, 1.53356], [2.91116, -6.22393, 2.26862], [2.53578, -4.76488, 2.33174], [1.22052, -4.35588, 2.14127], [0.88698, -3.00867, 2.14489], [1.86774, -2.05364, 2.34679], [3.17761, -2.44743, 2.56947], [3.50654, -3.79350, 2.56620], [1.48603, -0.31228, 2.10167], [2.18076, 0.41513, 3.15446], [0.03540, -0.22587, 2.19523], [2.01208, -0.05637, 0.75845], [2.18140, -6.78721, 1.68721], [2.95602, -6.66199, 3.26939], [3.89077, -6.35044, 1.80572], [0.45125, -5.09710, 1.95574], [-0.13107, -2.68440, 1.97009], [3.93202, -1.68596, 2.72566], [4.53687, -4.09919, 2.71696]],
  "forces_ev_per_angstrom": [[-0.828, 0.117, -0.309], [-0.155, -0.049, -0.175], [-0.149, 0.166, 0.338], [0.203, -0.548, -0.776], [-0.359, -0.051, 0.612], [0.152, 0.036, -0.240], [0.150, -0.036, -0.474], [0.062, 0.111, 0.161], [-0.208, -0.192, -0.081], [0.232, 0.252, 0.141], [-0.193, -0.181, -0.175], [0.308, 0.255, 0.199], [-0.059, -0.035, 0.081], [0.039, -0.056, 0.014], [0.005, -0.028, 0.008], [-0.083, -0.076, -0.051], [0.011, -0.030, 0.013], [-0.085, -0.034, 0.188], [0.015, -0.061, -0.062], [-0.025, -0.007, 0.060], [-0.170, -0.071, -0.030], [0.086, -0.007, -0.150], [-0.029, -0.097, 0.086], [-0.050, 0.116, -0.126], [-0.169, -0.008, 0.196], [0.485, 0.380, -0.192], [-0.013, 0.002, -0.008], [0.061, 0.028, -0.112], [0.104, 0.015, 0.006], [0.049, 0.003, -0.011], [0.022, -0.007, -0.003], [0.017, 0.040, 0.034], [-0.005, 0.034, 0.036], [0.033, -0.015, 0.077], [0.025, -0.019, 0.042], [0.104, -0.060, 0.035], [-0.244, 0.257, 0.065], [0.117, -0.047, 0.025], [0.011, 0.005, 0.014], [0.016, -0.021, 0.038], [0.028, -0.025, -0.005], [0.008, -0.005, -0.052], [-0.029, 0.093, 0.094], [-0.022, -0.034, -0.038], [0.100, -0.007, 0.009], [-0.151, 0.036, 0.026], [-0.082, 0.223, -0.193], [0.101, 0.060, 0.077], [-0.029, 0.012, -0.024], [0.494, -0.631, 0.525], [0.114, 0.022, -0.042], [-0.087, 0.068, 0.007], [0.026, 0.209, 0.190], [0.006, -0.023, 0.006], [0.006, -0.037, -0.014], [0.002, -0.034, 0.002], [-0.008, 0.003, -0.013], [0.013, -0.003, -0.044], [0.019, -0.028, -0.010], [0.011, 0.019, 0.002]]
}